ORCA calculation (ωB97M-V with the def2-TZVPD basis set) on a single CH4N2O2 molecule at a distorted geometry.

Geometry as XYZ:
```
9
Properties=species:S:1:pos:R:3:forces:R:3
O 0.3057 -0.8515 -0.9257 1.3 0.4 -1.9
H -1.2446 -0.9767 0.1925 0.4 -0.6 0.5
N -0.3977 -1.5332 0.0201 -0.1 -1.4 3.0
C 0.4683 1.0147 0.4578 -1.2 1.6 -3.3
H 0.2103 -1.7134 0.9582 -2.0 1.2 -2.9
O 0.8540 0.3704 1.3693 0.7 0.1 1.4
H -0.6591 1.0685 -1.5024 3.6 -2.1 2.8
H 0.1717 2.0775 0.2746 0.4 0.2 1.6
N 0.2914 0.5436 -0.8444 -3.1 0.5 -1.2
```
Positions in Å, forces in eV/Å.

Calculated values
LUMO = 0.4152 eV
ΔE to the lowest compared entry with this formula, charge and spin = 102.2 kcal/mol
Gap between HOMO and LUMO = 0.35870 hartree
SMILES = NONC=O